*1*
ORCA calculation (ωB97M-V with the def2-TZVPD basis set) on an isolated molecule of C6H8S.

Last column: natural (NBO) charge in e.
Cartesian coordinates (Å):
C1 1.53 -0.58 -0.81  -0.58
C2 -0.08 -0.47 -0.71  -0.35
C3 -0.45 1.01 -0.44  -0.18
C4 -1.06 1.03 0.78  -0.18
C5 -1.35 -0.30 1.35  -0.56
C6 -0.68 -1.24 0.43  -0.01
S1 -0.41 -2.83 0.72  0.04
H1 2.04 -0.63 0.08  0.21
H2 2.04 0.38 -1.35  0.20
H3 1.89 -1.35 -1.58  0.22
H4 -0.41 -0.79 -1.73  0.25
H5 -0.19 1.82 -1.00  0.21
H6 -1.23 2.04 1.33  0.22
H7 -1.17 -0.38 2.42  0.26
H8 -2.53 -0.47 1.51  0.26

SMILES: C[C@@H]1C=CCC1=S
M, g mol⁻¹: 112.2
Kohn-Sham gap (spin up / spin down), eV: 8.30 / 8.30
E_HOMO (spin up / spin down), hartree: -0.315 / -0.315

***

*2*
ORCA calculation (ωB97M-V with the def2-TZVPD basis set) on an isolated molecule of C6H8S.

Last column: natural (NBO) charge in e.
Cartesian coordinates (Å):
C1 -0.21 -0.77 -1.79  -0.16
C2 -1.39 -0.11 -1.43  -0.19
C3 -1.69 0.47 -0.06  -0.46
C4 -0.25 0.81 0.37  -0.31
S1 0.97 0.53 1.68  0.19
C5 0.48 -0.51 0.39  -0.36
C6 1.10 -0.95 -0.96  -0.44
H1 -0.13 -1.16 -2.75  0.20
H2 -2.28 -0.17 -2.11  0.22
H3 -2.34 1.31 0.05  0.22
H4 -2.12 -0.29 0.63  0.22
H5 0.03 1.67 -0.27  0.22
H6 -0.27 -1.20 0.69  0.21
H7 1.96 -0.26 -1.23  0.23
H8 1.43 -2.00 -1.01  0.22

SMILES: C1=CC[C@H]2S[C@@H]2C1
M, g mol⁻¹: 112.2
Kohn-Sham gap, eV: 9.63
E_HOMO, hartree: -0.314

***

*3*
ORCA calculation (ωB97M-V with the def2-TZVPD basis set) on an isolated molecule of C6H8S.

Last column: natural (NBO) charge in e.
Cartesian coordinates (Å):
S1 2.62 0.01 -0.15  0.02
C1 0.90 0.08 0.23  -0.25
C2 0.16 1.37 0.45  -0.19
C3 -1.04 1.43 -0.15  -0.16
C4 -1.41 0.01 -0.59  -0.44
C5 -0.10 -0.73 -0.42  -0.21
C6 0.33 -1.14 1.02  -0.41
H1 2.27 -0.76 -1.26  0.13
H2 0.76 2.28 0.70  0.22
H3 -1.64 2.25 -0.12  0.21
H4 -2.14 -0.31 0.13  0.22
H5 -1.72 0.00 -1.59  0.22
H6 0.27 -1.46 -1.10  0.22
H7 -0.26 -0.98 1.86  0.21
H8 1.00 -2.04 1.01  0.22

SMILES: S[C@@]12C=CC[C@@H]1C2
M, g mol⁻¹: 112.2
Kohn-Sham gap, eV: 9.53
E_HOMO, hartree: -0.316

***

Most stable: *1*

***

*1*
ORCA calculation (ωB97M-V with the def2-TZVPD basis set) on an isolated molecule of C2HBrF2S.

Last column: natural (NBO) charge in e.
Cartesian coordinates (Å):
C1 0.54 0.59 0.21  -0.26
C2 -0.40 -0.40 -0.34  0.53
F1 -0.86 -0.16 -1.58  -0.32
F2 -0.01 -1.67 -0.35  -0.33
S1 -1.70 -0.14 1.05  -0.11
Br1 1.90 0.30 1.41  0.24
H1 0.53 1.47 -0.40  0.24

M, g mol⁻¹: 175.0
Kohn-Sham gap (spin up / spin down), eV: 7.40 / 7.50
E_HOMO (spin up / spin down), hartree: -0.348 / -0.349

***

*2*
ORCA calculation (ωB97M-V with the def2-TZVPD basis set) on a cluster of 2 separate species, C2HBrF2S in total.

Last column: natural (NBO) charge in e.
Cartesian coordinates (Å):
C1 0.84 0.23 -0.11  -0.43
C2 -0.61 -0.09 -0.37  0.56
F1 -0.46 -0.67 1.60  -0.59
F2 -0.94 -1.25 -0.89  -0.24
S1 2.04 -0.53 -0.74  0.21
Br1 -1.78 1.33 -0.21  0.24
H1 0.91 0.97 0.71  0.25

M, g mol⁻¹: 175.0
Kohn-Sham gap, eV: 7.72
E_HOMO, hartree: -0.357

***

*3*
ORCA calculation (ωB97M-V with the def2-TZVPD basis set) on a cluster of 2 separate species, C2HBrF2S in total.

Last column: natural (NBO) charge in e.
Cartesian coordinates (Å):
C1 0.04 -0.47 -0.22  -0.41
C2 0.16 0.84 0.45  0.58
F1 -0.86 1.53 1.03  -0.30
F2 1.29 1.07 1.10  -0.30
S1 0.45 0.73 -1.39  0.26
Br1 0.87 -2.04 0.21  0.16
H1 -1.94 -1.66 -1.19  0.01

M, g mol⁻¹: 175.0
Kohn-Sham gap (spin up / spin down), eV: 8.18 / 9.23
E_HOMO (spin up / spin down), hartree: -0.317 / -0.385

***

Most stable: *1*

***

*1*
ORCA calculation (ωB97M-V with the def2-TZVPD basis set) on a cluster of 2 separate species, C5H12NO in total.

Last column: Löwdin spin population.
Cartesian coordinates (Å):
C1 -1.80 -0.55 -0.97  0.10
C2 -1.05 -0.63 0.40  0.07
C3 0.34 -0.83 0.02  0.29
C4 1.06 -2.01 0.21  0.43
C5 1.87 1.00 -0.23  0.01
N1 1.01 0.22 -0.77  0.02
H1 -1.53 -1.20 -1.80  0.00
H2 -2.83 -0.71 -0.65  0.02
H3 -1.85 0.45 -1.41  0.00
H4 -1.27 0.23 1.02  0.01
H5 -1.42 -1.42 1.03  0.00
H6 0.51 -2.84 0.69  0.02
H7 2.07 -2.44 0.32  0.01
H8 2.34 1.78 -0.81  0.00
H9 2.12 0.82 0.82  0.00
H10 0.61 0.38 -1.69  0.00
H11 -0.19 3.33 1.38  0.00
H12 -0.03 1.88 1.57  0.00
O1 0.03 2.54 0.87  0.00

2S+1: 2
Charge: +2
Expectation value of S²: 0.76
M, g mol⁻¹: 102.2
Kohn-Sham gap (spin up / spin down), eV: 9.78 / 6.08
E_HOMO (spin up / spin down), hartree: -0.724 / -0.724

***

*2*
ORCA calculation (ωB97M-V with the def2-TZVPD basis set) on the ion C5H12NO with charge +2.

Last column: Löwdin spin population.
Cartesian coordinates (Å):
C1 1.56 0.22 0.86  0.01
O1 0.23 0.87 1.43  0.03
C2 1.52 0.39 -0.69  0.01
C3 0.73 -0.57 -1.47  0.08
C4 -0.44 -1.16 -0.64  0.31
C5 -1.54 -0.39 -0.66  0.42
N1 -1.94 0.12 0.68  0.07
H1 1.41 -0.82 1.20  0.00
H2 2.36 0.76 1.30  0.00
H3 0.49 1.80 1.50  0.00
H4 2.50 0.57 -1.22  0.00
H5 0.96 1.37 -0.78  0.00
H6 1.34 -1.36 -1.92  0.02
H7 0.07 -0.24 -2.30  0.01
H8 -0.42 -2.02 0.05  0.02
H9 -1.82 0.32 -1.42  0.02
H10 -2.52 -0.62 1.09  0.01
H11 -1.27 0.39 1.46  0.01
H12 -2.41 1.07 0.48  0.00

2S+1: 2
Charge: +2
Expectation value of S²: 0.76
M, g mol⁻¹: 102.2
Kohn-Sham gap (spin up / spin down), eV: 8.93 / 6.60
E_HOMO (spin up / spin down), hartree: -0.735 / -0.734

***

Most stable: *1*

***

*1*
ORCA calculation (ωB97M-V with the def2-TZVPD basis set) on a cluster of 2 separate species, C2H3F2O2S in total.

Last column: natural (NBO) charge in e.
Cartesian coordinates (Å):
C1 0.64 0.69 -0.42  -0.74
C2 -0.10 -0.62 -0.45  0.54
O1 -2.01 0.40 0.84  -1.02
O2 -0.15 -0.37 2.29  -1.02
F1 -0.85 -0.58 -1.54  -0.34
F2 1.22 -2.02 -0.76  -0.61
S1 -1.18 -0.73 1.21  1.48
H1 1.14 0.95 0.54  0.25
H2 -0.10 1.51 -0.64  0.24
H3 1.39 0.77 -1.07  0.21

Charge: -1
M, g mol⁻¹: 129.1
Kohn-Sham gap, eV: 8.30
E_HOMO, hartree: -0.157

***

*2*
ORCA calculation (ωB97M-V with the def2-TZVPD basis set) on a cluster of 2 separate species, C2H3F2O2S in total.

Last column: natural (NBO) charge in e.
Cartesian coordinates (Å):
C1 -0.10 0.50 -1.25  -0.72
C2 -0.84 -0.44 -0.33  0.47
O1 0.54 0.77 3.11  -0.95
O2 2.31 -0.53 1.83  -0.95
F1 -2.28 -0.26 -0.21  -0.43
F2 -0.79 -1.78 -0.83  -0.43
S1 0.91 -0.45 2.29  1.39
H1 -0.68 0.99 -2.17  0.17
H2 0.53 -0.10 -1.76  0.22
H3 0.39 1.30 -0.69  0.22

Charge: -1
M, g mol⁻¹: 129.1
Kohn-Sham gap (spin up / spin down), eV: 5.74 / 7.72
E_HOMO (spin up / spin down), hartree: -0.083 / -0.140

***

Most stable: *1*